Record 1
4 unconnected molecules or ions with the total composition C13H28BBr6N2O2P2S. Source: the Open Molecules 2025 dataset; level of theory: ωB97M-V with the def2-TZVPD basis set.

HOMO energy in eV: -4.2
Maximum force in eV/A: 1.7
Frontier orbital gap in eV: 6.022

Structure (ORCA input):
```
! RIJCOSX wB97M-V def2-TZVPD def2/J DEFGRID3
* xyz -1 1
C -1.033 3.509 -1.358
C -1.798 2.748 -0.239
P -1.998 0.920 -0.524
C -2.305 0.814 -2.364
B -0.305 -0.003 -0.241
C 1.068 0.935 -0.318
C 1.660 0.815 -1.701
S 3.272 1.675 -1.863
C 3.702 1.190 -3.490
N 3.890 1.895 -4.527
N 4.179 0.985 -5.553
C 4.132 -0.167 -5.051
O 3.837 -0.135 -3.717
P -0.337 -1.073 1.360
O -0.667 -0.328 2.630
H -0.422 2.816 -1.930
H -1.717 3.985 -2.054
H -0.370 4.256 -0.925
H -1.333 2.909 0.727
H -2.805 3.157 -0.234
H -2.759 1.737 -2.722
H -2.966 -0.010 -2.607
H -1.372 0.696 -2.914
H -0.212 -0.813 -1.153
H 1.772 0.521 0.411
H 0.898 1.969 -0.017
H 0.974 1.158 -2.474
H 1.840 -0.237 -1.891
H 4.258 -1.138 -5.500
H -1.203 -2.169 1.091
H 0.962 -1.664 1.435
Br -0.482 2.346 6.037
C -0.384 0.452 5.566
C -0.795 -0.416 6.724
Br 0.613 -0.532 8.075
H 0.629 0.263 5.229
H -1.060 0.326 4.723
H -0.954 -1.438 6.391
H -1.687 -0.059 7.230
Br 4.266 -4.619 -3.308
C 2.921 -4.471 -4.703
C 3.506 -4.735 -6.066
Br 4.548 -3.218 -6.702
H 2.484 -3.481 -4.616
H 2.169 -5.219 -4.462
H 2.717 -4.870 -6.802
H 4.166 -5.596 -6.080
Br -4.964 0.853 7.217
C -4.249 1.183 5.433
C -4.661 0.113 4.459
Br -3.645 -1.524 4.712
H -3.172 1.267 5.539
H -4.656 2.146 5.135
H -4.443 0.427 3.439
H -5.710 -0.154 4.540
*
```


Record 2
A gas-phase ion, C13H28N2O4P (charge +1). Source: the Open Molecules 2025 dataset; level of theory: ωB97M-V with the def2-TZVPD basis set.

HOMO energy in eV: -12.7
Maximum force in eV/A: 4.5
Frontier orbital gap in eV: 10.179
SMILES: CCP(C)[N@@+](CCCCOC=O)(CCC(=O)O)CNC

Structure (ORCA input):
```
! RIJCOSX wB97M-V def2-TZVPD def2/J DEFGRID3
* xyz 1 1
C 0.359 -3.613 0.296
C -0.462 -2.851 -0.758
P -1.100 -1.204 -0.234
C -2.300 -0.750 -1.572
N 0.276 0.043 -0.266
C 1.270 -0.144 0.846
C 0.753 -0.548 2.235
C -0.197 0.469 2.920
C -1.581 -0.135 3.227
O -2.591 0.885 3.270
C -3.355 0.875 2.158
O -3.821 1.856 1.753
C 1.000 -0.188 -1.573
C 2.047 0.903 -1.916
C 3.037 0.311 -2.892
O 4.164 0.236 -2.696
O 2.470 -0.112 -4.080
C -0.408 1.400 -0.331
N 0.356 2.494 0.201
C 0.595 3.614 -0.745
H 0.929 -4.377 -0.221
H 1.082 -3.010 0.831
H -0.320 -4.118 0.974
H 0.075 -2.777 -1.703
H -1.349 -3.442 -0.977
H -1.846 -0.914 -2.551
H -3.135 -1.435 -1.469
H -2.630 0.277 -1.495
H 1.920 0.709 0.982
H 1.916 -0.955 0.521
H 0.295 -1.531 2.282
H 1.642 -0.611 2.854
H -0.274 1.421 2.408
H 0.216 0.691 3.897
H -1.827 -0.943 2.547
H -1.512 -0.582 4.214
H -3.552 -0.072 1.645
H 1.500 -1.152 -1.583
H 0.277 -0.202 -2.381
H 2.526 1.332 -1.048
H 1.520 1.676 -2.468
H 2.311 -1.062 -3.998
H -0.716 1.551 -1.360
H -1.340 1.310 0.227
H -0.216 2.892 0.931
H 0.013 3.555 -1.664
H 0.326 4.551 -0.274
H 1.656 3.678 -0.965
*
```


Record 3
A molecular structure, C13H28N3O9Sr. Source: the Open Molecules 2025 dataset; level of theory: ωB97M-V with the def2-TZVPD basis set.

<S²>: 0.7552
HOMO energy (spin up / spin down) in eV: -7.1 / -7.1
Maximum force in eV/A: 5.4
Frontier orbital gap (spin up / spin down) in eV: 7.140 / 3.648

Structure (ORCA input):
```
! RIJCOSX wB97M-V def2-TZVPD def2/J DEFGRID3
* xyz 0 2
Sr -0.017 -0.104 0.086
C -4.387 -0.430 1.445
C -2.933 -0.471 1.039
O -2.154 0.408 1.514
O -2.562 -1.395 0.273
H -4.329 -0.744 2.487
H -5.085 -1.027 0.858
H -4.809 0.567 1.323
C -0.576 -0.545 -4.643
C -1.025 -0.787 -3.191
O -1.950 -1.522 -2.811
O -0.361 -0.141 -2.384
H -1.264 -1.007 -5.351
H 0.448 -0.904 -4.747
H -0.752 0.501 -4.893
C 1.595 -3.961 1.158
C 0.272 -3.422 0.642
O -0.702 -3.845 1.188
O 0.300 -2.630 -0.272
H 2.454 -3.385 0.813
H 1.764 -5.018 0.950
H 1.693 -3.801 2.232
C 0.644 -0.925 3.258
O 1.079 -0.825 2.162
N 0.665 0.119 4.085
N 0.008 -1.993 3.763
H 0.221 -0.044 4.978
H 1.263 0.901 3.858
H -0.500 -2.105 4.629
H 0.104 -2.814 3.182
C 2.982 -1.306 -1.638
O 2.332 -0.148 -1.012
C 3.097 0.944 -0.914
C 2.103 2.134 -0.623
N 1.261 2.008 0.560
C 0.361 3.072 0.738
C -0.698 3.443 -0.296
O -1.625 2.382 -0.371
C -2.579 2.406 -1.529
H 2.248 -1.899 -2.185
H 3.529 -1.955 -0.955
H 3.725 -0.981 -2.367
H 3.621 1.164 -1.843
H 3.897 0.908 -0.174
H 1.427 2.267 -1.468
H 2.690 3.052 -0.665
H 1.801 2.206 1.390
H 1.028 3.934 0.725
H -0.069 2.960 1.733
H -0.200 3.423 -1.265
H -1.237 4.363 -0.069
H -2.359 2.492 -2.593
H -3.389 3.055 -1.195
H -3.051 1.428 -1.618
*
```


Record 4
2 unconnected molecules or ions with the total composition C13H28NO3. Source: the Open Molecules 2025 dataset; level of theory: ωB97M-V with the def2-TZVPD basis set.

HOMO energy in eV: -12.6
Maximum force in eV/A: 4.4
Frontier orbital gap in eV: 9.559
Energy relative to the best compared isomer or geometry (same formula, charge and spin) in kJ/mol: 382.0

Structure (ORCA input):
```
! RIJCOSX wB97M-V def2-TZVPD def2/J DEFGRID3
* xyz 1 1
C -4.325 1.740 0.136
C -3.043 2.540 0.697
O -3.021 2.889 1.891
O -2.022 2.825 -0.258
C -0.986 1.803 -0.020
C -0.010 1.793 -1.316
C 1.245 2.787 -1.152
C 2.596 2.076 -0.674
C 2.481 1.255 0.701
C 3.188 -0.207 0.650
C 2.629 -1.139 -0.515
C 3.202 -2.644 -0.680
C 1.938 -3.481 -1.316
C 0.838 -2.296 -1.538
N 1.157 -1.435 -0.348
H -5.287 2.077 0.634
H -4.384 1.809 -1.010
H -4.149 0.647 0.436
H -1.469 0.779 0.164
H -0.410 2.180 0.900
H -0.659 2.214 -2.172
H 0.286 0.742 -1.643
H 1.454 3.204 -2.207
H 0.924 3.679 -0.523
H 3.047 1.447 -1.525
H 3.359 2.920 -0.485
H 1.420 1.110 1.087
H 3.064 1.843 1.502
H 2.901 -0.707 1.651
H 4.325 -0.108 0.673
H 2.914 -0.687 -1.531
H 3.893 -2.541 -1.587
H 3.776 -3.115 0.177
H 2.160 -4.113 -2.230
H 1.570 -4.142 -0.452
H 1.208 -1.672 -2.434
H -0.246 -2.614 -1.671
H 1.113 -2.133 0.427
H 0.519 -0.673 -0.071
C -4.812 -1.981 2.469
O -3.595 -1.742 3.164
H -5.029 -3.048 2.495
H -5.624 -1.434 2.953
H -4.710 -1.658 1.429
H -3.426 -0.793 3.126
*
```


Record 5
6 unconnected molecules or ions with the total composition C13H29B3N5O9P3Si. Source: the Open Molecules 2025 dataset; level of theory: ωB97M-V with the def2-TZVPD basis set.

HOMO energy in eV: -9.4
Maximum force in eV/A: 1.3
Frontier orbital gap in eV: 8.936
SMILES: C[Si](C)(C)B1OB(PP(=O)(O)O)OB(P(=O)(O)O)O1.CC#N.CC#N.CC#N.CC#N.CC#N

Structure (ORCA input):
```
! RIJCOSX wB97M-V def2-TZVPD def2/J DEFGRID3
* xyz 0 1
C 0.330 3.064 2.994
Si -0.635 2.561 1.470
C -0.139 3.666 0.039
C -2.487 2.697 1.751
B -0.269 0.606 1.086
O 0.641 0.108 0.150
B 0.664 -1.223 -0.195
P 1.976 -2.003 -1.404
P 1.613 -0.819 -3.157
O 2.664 -0.930 -4.182
O 1.312 0.710 -2.784
O 0.167 -1.381 -3.555
O -0.318 -2.074 0.289
B -1.354 -1.376 0.865
P -3.168 -1.628 0.273
O -3.322 -0.757 -0.899
O -3.438 -3.164 -0.109
O -4.167 -1.326 1.491
O -1.039 -0.381 1.750
H 0.079 4.101 3.234
H 1.402 2.955 2.817
H 0.043 2.454 3.855
H 0.037 4.668 0.451
H 0.795 3.363 -0.439
H -0.927 3.777 -0.709
H -3.001 2.737 0.786
H -2.699 3.608 2.317
H -2.876 1.836 2.300
H 3.243 -1.592 -0.963
H 1.873 1.264 -3.353
H -0.417 -0.652 -3.818
H -3.408 -3.782 0.635
H -4.896 -1.964 1.517
C -1.647 -2.472 4.415
C -1.177 -2.211 5.768
N -0.807 -1.994 6.832
H -0.872 -2.213 3.697
H -1.896 -3.528 4.313
H -2.533 -1.872 4.208
C 1.828 2.753 -6.819
C 2.350 2.987 -5.481
N 2.762 3.170 -4.425
H 2.615 2.916 -7.554
H 1.475 1.726 -6.898
H 1.004 3.435 -7.018
C 5.152 1.118 -3.082
C 5.685 1.336 -1.745
N 6.105 1.503 -0.689
H 5.936 1.267 -3.823
H 4.769 0.101 -3.170
H 4.341 1.816 -3.278
C -3.384 0.391 6.382
C -2.416 1.301 5.786
N -1.641 2.015 5.332
H -3.830 0.851 7.261
H -4.168 0.163 5.662
H -2.884 -0.529 6.684
C 0.436 -5.523 -3.110
C 1.590 -5.552 -2.223
N 2.496 -5.541 -1.523
H 0.641 -4.868 -3.956
H 0.220 -6.525 -3.476
H -0.431 -5.141 -2.573
*
```


Record 6
3 unconnected molecules or ions with the total composition C13H29ClF3NO7PS3. Source: the Open Molecules 2025 dataset; level of theory: ωB97M-V with the def2-TZVPD basis set.

HOMO energy in eV: -6.7
Maximum force in eV/A: 11.4
Frontier orbital gap in eV: 8.161

Structure (ORCA input):
```
! RIJCOSX wB97M-V def2-TZVPD def2/J DEFGRID3
* xyz -1 1
O -0.140 -5.556 4.115
S 1.046 -6.232 3.358
O 2.058 -6.671 4.485
N 0.575 -7.552 2.317
S -1.167 -7.788 2.303
O -1.745 -8.109 3.736
O -1.400 -9.118 1.484
S -2.248 -6.286 1.296
O -1.379 -5.421 0.312
O -3.308 -7.036 0.398
C -3.260 -5.160 2.423
F -4.040 -5.981 3.380
F -2.489 -4.054 3.036
F -4.277 -4.503 1.521
P 2.136 -4.831 2.098
O 2.429 -5.692 0.589
Cl 0.883 -3.200 1.566
H 3.405 -5.577 0.309
C 1.492 0.055 3.563
C 1.827 0.303 2.101
C 2.883 1.393 1.903
C 2.481 2.788 2.395
C 1.204 3.356 1.773
C 1.308 3.552 0.267
H 1.066 0.943 4.039
H 0.756 -0.752 3.650
H 2.385 -0.243 4.123
H 0.912 0.549 1.551
H 2.205 -0.630 1.667
H 3.143 1.440 0.839
H 3.803 1.096 2.423
H 3.311 3.477 2.193
H 2.363 2.772 3.484
H 0.992 4.327 2.235
H 0.346 2.714 2.000
H 2.130 4.231 0.019
H 0.381 3.987 -0.122
H 1.472 2.605 -0.256
C -1.508 1.697 -2.358
C -1.173 1.945 -3.820
C -0.117 3.035 -4.018
C -0.519 4.430 -3.526
C -1.796 4.998 -4.148
C -1.692 5.194 -5.654
H -1.934 2.585 -1.882
H -2.244 0.890 -2.271
H -0.615 1.400 -1.799
H -2.088 2.191 -4.370
H -0.795 1.012 -4.254
H 0.143 3.083 -5.082
H 0.803 2.738 -3.498
H 0.311 5.119 -3.728
H -0.637 4.414 -2.437
H -2.008 5.969 -3.686
H -2.654 4.356 -3.921
H -0.870 5.873 -5.902
H -2.619 5.629 -6.043
H -1.528 4.247 -6.177
*
```


Record 7
A molecular structure, C13H29CuNO3. Source: the Open Molecules 2025 dataset; level of theory: ωB97M-V with the def2-TZVPD basis set.

HOMO energy in eV: -3.1
Maximum force in eV/A: 2.6
Frontier orbital gap in eV: 5.490
Energy relative to the best compared isomer or geometry (same formula, charge and spin) in kJ/mol: 0.0

Structure (ORCA input):
```
! RIJCOSX wB97M-V def2-TZVPD def2/J DEFGRID3
* xyz -1 1
Cu -3.457 -23.612 -12.338
C -1.763 -25.313 -8.318
C -2.144 -24.346 -9.443
O -2.517 -24.987 -10.619
H -2.292 -26.260 -8.210
H -2.043 -24.688 -7.456
H -0.692 -25.504 -8.240
H -1.223 -23.776 -9.678
H -2.823 -23.550 -9.087
C -6.607 -25.430 -13.353
C -5.329 -25.606 -14.228
O -4.169 -25.716 -13.477
H -6.424 -24.659 -12.602
H -7.004 -26.307 -12.846
H -7.302 -24.978 -14.075
H -5.278 -24.721 -14.891
H -5.371 -26.507 -14.862
C -3.305 -22.144 -14.769
C -4.388 -21.282 -14.091
C -5.822 -21.672 -14.598
C -6.931 -21.217 -13.656
C -6.593 -21.616 -12.216
C -5.361 -20.904 -11.690
N -4.318 -21.412 -12.616
O -3.080 -20.864 -12.132
C -5.480 -19.385 -11.649
C -5.131 -21.450 -10.252
C -4.277 -19.850 -14.672
H -2.321 -21.731 -14.533
H -3.476 -22.042 -15.840
H -3.249 -23.191 -14.453
H -6.040 -21.170 -15.542
H -5.881 -22.753 -14.741
H -7.754 -21.832 -14.026
H -7.171 -20.157 -13.574
H -6.568 -22.704 -12.165
H -7.495 -21.257 -11.705
H -4.615 -18.870 -11.221
H -5.592 -18.864 -12.598
H -6.304 -19.093 -10.994
H -4.176 -21.169 -9.807
H -5.937 -21.114 -9.602
H -5.054 -22.538 -10.311
H -5.070 -19.129 -14.473
H -4.266 -19.804 -15.762
H -3.334 -19.441 -14.288
H -2.990 -20.002 -12.568
*
```


Record 8
A molecular structure, C13H29HoN3O2P2. Source: the Open Molecules 2025 dataset; level of theory: ωB97M-V with the def2-TZVPD basis set.

<S²>: 8.7853
HOMO energy (spin up / spin down) in eV: -13.5 / -13.4
Maximum force in eV/A: 2.2
Frontier orbital gap (spin up / spin down) in eV: 7.632 / 5.160
Energy relative to the best compared isomer or geometry (same formula, charge and spin) in kJ/mol: 20.8

Structure (ORCA input):
```
! RIJCOSX wB97M-V def2-TZVPD def2/J DEFGRID3
* xyz 2 6
Ho -0.332 0.097 0.292
P 0.046 -2.437 1.733
P -1.941 2.516 0.624
N 0.137 -1.506 -1.127
N -0.673 0.996 -1.801
H 0.296 -1.792 -3.210
H 0.725 0.873 -3.423
H 1.653 -0.895 -2.417
C 0.547 -1.031 -2.437
H -0.800 0.099 -3.743
C -0.075 0.288 -2.927
H 0.468 -3.520 -1.880
H -1.349 2.468 -3.116
C -0.146 -2.914 -1.152
C -1.328 2.122 -2.069
H 1.046 -4.118 0.165
C 0.077 -3.583 0.228
H -0.726 -4.286 0.467
H -3.353 2.377 0.812
H -1.723 3.860 1.076
H -0.966 -3.096 2.466
H 1.115 -3.085 2.395
O -2.485 -0.601 0.777
C -3.278 -1.343 0.124
C -3.685 -2.701 0.634
C -3.643 -1.035 -1.322
H -1.163 -3.181 -1.553
H -2.823 -3.174 1.117
H -4.545 -2.757 1.303
H -3.903 -3.277 -0.260
H -2.818 -0.517 -1.842
H -3.730 -2.034 -1.792
H -4.580 -0.455 -1.458
C -2.009 2.906 -1.130
H -2.576 3.762 -1.514
C 4.400 2.849 2.163
N 3.545 1.886 1.442
C 4.148 1.135 0.336
C 2.255 1.717 1.701
C 1.588 2.453 2.832
O 1.583 0.919 0.949
H 5.403 2.733 1.741
H 4.407 2.616 3.246
H 4.034 3.884 1.998
H 4.071 0.047 0.505
H 3.670 1.397 -0.624
H 5.195 1.422 0.306
H 0.823 3.150 2.444
H 1.098 1.735 3.509
H 2.319 3.030 3.414
*
```


Record 9
2 unconnected molecules or ions with the total composition C13H29N3O6P2. Source: the Open Molecules 2025 dataset; level of theory: ωB97M-V with the def2-TZVPD basis set.

HOMO energy in eV: -8.2
Maximum force in eV/A: 6.5
Frontier orbital gap in eV: 8.453
SMILES: CP(C)[C@@H]1OC(=O)O[C@@H]1CC(=O)O.CN(C)P(=O)(N(C)C)N(C)C

Structure (ORCA input):
```
! RIJCOSX wB97M-V def2-TZVPD def2/J DEFGRID3
* xyz 0 1
C -3.071 3.756 3.992
P -3.330 3.311 2.220
C -3.480 4.819 1.149
C -1.942 2.261 1.570
O -1.990 0.976 2.145
C -0.764 0.684 2.679
O -0.357 -0.388 3.018
O -0.055 1.844 2.757
C -0.458 2.675 1.684
C -0.122 4.153 1.771
C 1.058 4.478 2.675
O 1.230 4.041 3.773
O 1.940 5.408 2.168
H -3.434 4.764 4.176
H -2.017 3.712 4.276
H -3.601 3.063 4.633
H -2.927 5.640 1.606
H -2.970 4.608 0.211
H -4.518 5.080 1.006
H -2.172 2.224 0.502
H -0.024 2.304 0.749
H 0.141 4.486 0.772
H -0.975 4.719 2.143
H 2.254 5.109 1.309
C -0.503 -3.929 -3.066
N 0.354 -2.771 -3.244
C 0.764 -2.680 -4.645
P 1.531 -2.198 -2.107
O 1.654 -0.768 -2.564
N 0.798 -1.893 -0.569
C -0.444 -2.515 -0.146
C 0.805 -0.511 -0.111
N 2.034 -3.795 -1.581
C 2.693 -3.857 -0.252
C 3.031 -4.372 -2.525
H 0.036 -4.886 -3.104
H -1.256 -3.946 -3.857
H -1.066 -3.893 -2.140
H 1.444 -3.492 -4.940
H 1.267 -1.734 -4.842
H -0.106 -2.727 -5.303
H -1.301 -2.161 -0.734
H -0.639 -2.284 0.904
H -0.394 -3.604 -0.195
H 0.032 0.088 -0.617
H 1.771 -0.041 -0.277
H 0.624 -0.470 0.958
H 3.548 -3.179 -0.183
H 3.042 -4.875 -0.071
H 2.010 -3.627 0.558
H 3.909 -3.731 -2.642
H 2.590 -4.528 -3.510
H 3.358 -5.352 -2.181
*
```